66
Properties=species:S:1:pos:R:3:mulliken_charge:R:1 method="wB97M-V/def2-TZVPD" homo_lumo_gap_ev=8.49 e_tot_ev=-46505.1638 charge=+1
C -0.28626 2.19344 0.71909 -0.40
O 0.99320 2.75139 0.58178 -0.48
C 1.86568 2.10356 -0.33852 -0.55
C 2.73639 1.01002 0.28560 -0.88
C 2.21980 -0.41633 0.05453 0.21
C 1.45440 -0.96944 1.25838 -0.16
C 1.07973 -2.44706 1.19318 -1.10
C -0.25447 -2.70516 0.51133 -0.64
C -0.30690 -2.39823 -0.99277 -0.24
C -0.93737 -1.06790 -1.37470 0.51
C -2.45949 -0.99336 -1.24469 -0.93
C -2.95863 -0.72024 0.18228 -0.01
C -4.22626 0.14189 0.23977 -0.83
S -4.00869 1.81295 0.82206 0.39
O -3.25939 2.55638 -0.36460 -0.40
H -0.53191 1.54530 -0.13139 -0.36
H -1.01952 3.00048 0.77160 0.57
H -0.36867 1.60279 1.63718 0.30
H 1.27460 1.69024 -1.16019 0.32
H 2.49327 2.88462 -0.76082 0.41
H 3.73402 1.09920 -0.14085 0.42
H 2.81887 1.19641 1.35498 0.30
H 1.60757 -0.41852 -0.85006 -0.32
H 3.04882 -1.10072 -0.12756 0.52
H 0.54949 -0.38683 1.45151 -0.41
H 2.11671 -0.81688 2.11153 0.57
H 0.97602 -2.81226 2.21495 0.43
H 1.88751 -3.00373 0.71750 0.33
H -0.99684 -2.12704 1.06496 0.22
H -0.51125 -3.75306 0.66502 0.22
H 0.71931 -2.39197 -1.36214 -0.04
H -0.80015 -3.21386 -1.51895 0.62
H -0.68842 -0.87158 -2.41803 0.44
H -0.48670 -0.25790 -0.79290 -0.81
H -2.89527 -1.91213 -1.63180 0.37
H -2.81041 -0.18273 -1.88857 0.47
H -3.17024 -1.64748 0.70809 0.43
H -2.15187 -0.24701 0.74812 0.01
H -4.70174 0.26954 -0.73146 0.41
H -4.95396 -0.25116 0.95198 0.48
H -2.98529 1.59929 1.67527 0.26
H -2.42073 2.11749 -0.59786 0.37
C 1.12996 4.23471 3.45241 -0.51
O -0.17902 4.03160 4.00398 -0.31
C -0.68234 5.09877 4.63053 0.75
O -0.13545 6.16030 4.76058 -0.52
O -1.89614 4.78004 5.08473 -0.32
C -2.54677 5.83794 5.80169 -0.64
H 1.40093 3.29682 2.98269 -0.03
H 1.11108 5.02160 2.70202 0.32
H 1.84693 4.48259 4.23214 0.42
H -2.68686 6.70501 5.16009 0.31
H -1.96530 6.11965 6.67626 0.30
H -3.50911 5.44021 6.10795 0.21
C 1.46140 -6.43951 -5.89674 -0.64
O 1.32220 -5.45270 -4.86518 -0.32
C 2.21958 -4.47263 -4.92299 0.70
O 3.09369 -4.35283 -5.73894 -0.54
O 1.98338 -3.63033 -3.90912 -0.15
C 2.88772 -2.52421 -3.85326 -0.35
H 0.67228 -7.16332 -5.72108 0.22
H 1.34100 -5.98552 -6.87765 0.30
H 2.43306 -6.92354 -5.83246 0.30
H 2.81932 -1.92371 -4.75818 0.33
H 3.91095 -2.86894 -3.72017 0.33
H 2.58260 -1.93435 -2.99211 -0.16

=====

72
Properties=species:S:1:pos:R:3:mulliken_charge:R:1 method="wB97M-V/def2-TZVPD" homo_lumo_gap_ev=9.53 e_tot_ev=-63451.2580 charge=0
C -8.23961 -0.05462 0.52562 -1.02
C -6.86879 -0.64329 0.19052 -0.37
N -5.72060 0.24084 0.34688 -0.20
O -5.82196 0.97293 1.57606 -0.20
S -4.60537 0.65110 2.58365 0.52
O -4.30819 -0.76170 2.60558 -0.43
O -3.49392 1.36098 1.60188 -0.27
C -2.14284 1.09884 1.97781 -0.80
P -1.39482 -0.21871 0.94323 0.87
O -2.07401 -0.44329 -0.32675 -0.62
O -1.28160 -1.48617 1.89181 -0.36
O 0.15883 0.21670 0.83969 -0.36
H -8.94962 -0.84989 0.75920 0.33
H -8.64364 0.52118 -0.30980 0.28
H -8.17581 0.59869 1.39498 0.31
H -6.82963 -0.93082 -0.86412 0.34
H -6.67357 -1.54538 0.77336 0.27
H -5.68423 0.96513 -0.36007 0.24
H -1.59433 2.03621 1.85777 0.51
H -2.06498 0.80539 3.03019 0.38
H -0.40038 -1.68296 2.23379 0.28
H 0.30832 1.16512 0.88627 0.27
C -1.24296 -0.06205 -3.44243 -0.92
C -0.41004 0.56845 -4.52638 0.85
O 0.64890 1.10783 -4.28799 -0.59
C -0.95489 0.49740 -5.93149 -0.87
H -0.76520 0.04208 -2.47389 0.11
H -2.23067 0.40101 -3.40158 0.33
H -1.40047 -1.12134 -3.65550 0.34
H -1.93445 0.97723 -5.98084 0.34
H -1.09303 -0.54359 -6.23024 0.32
H -0.27422 0.97964 -6.62808 0.05
C 2.98428 -0.43664 -9.57896 -1.12
C 1.99468 0.49426 -8.92025 0.87
O 0.80178 0.32823 -9.02101 -0.54
C 2.57416 1.63719 -8.12294 -1.11
H 2.45632 -1.21783 -10.11952 0.30
H 3.62370 0.12218 -10.26502 0.33
H 3.63538 -0.88211 -8.82439 0.32
H 3.20288 2.25856 -8.76384 0.38
H 3.20913 1.25051 -7.32362 0.31
H 1.77605 2.23687 -7.69343 0.28
C 5.84950 0.42325 0.54473 -1.13
C 4.68997 0.17186 1.47687 0.78
O 4.74453 0.45229 2.65253 -0.51
C 3.45193 -0.43586 0.86805 -0.97
H 6.67873 0.86531 1.09092 0.29
H 6.16668 -0.51404 0.08368 0.32
H 5.53989 1.08745 -0.26447 0.33
H 3.69026 -1.39076 0.39571 0.38
H 3.05982 0.21524 0.08431 0.31
H 2.69643 -0.58394 1.63398 0.19
C -2.15545 -4.41169 5.55885 -1.13
C -1.56027 -3.92176 4.26316 0.89
O -0.50034 -3.33307 4.23392 -0.55
C -2.34418 -4.17605 3.00499 -0.91
H -1.50107 -4.16189 6.38997 0.31
H -3.13717 -3.95817 5.70789 0.30
H -2.30501 -5.49218 5.51459 0.33
H -3.31663 -3.68192 3.05497 0.25
H -2.52122 -5.24272 2.85333 0.40
H -1.79452 -3.77251 2.16220 0.16
C 5.99864 4.16210 6.26586 -1.07
C 4.73416 3.33310 6.27804 0.82
O 3.73345 3.71900 6.83661 -0.56
C 4.79409 2.01479 5.55271 -0.93
H 5.84175 5.08837 6.81258 0.30
H 6.81837 3.59929 6.71661 0.31
H 6.28977 4.38205 5.23691 0.31
H 5.58330 1.38919 5.97461 0.32
H 5.03942 2.16418 4.50088 0.21
H 3.83997 1.50003 5.62852 0.28

=====

66
Properties=species:S:1:pos:R:3:mulliken_charge:R:1 method="wB97M-V/def2-TZVPD" homo_lumo_gap_ev=9.05 e_tot_ev=-42376.8900 smiles="CC(=O)N(C)[PH4].CC(C)=O.CC(C)=O.CC(C)=O.CC(C)=O.CC(C)=O" charge=0
C 2.18777 -2.03911 0.90173 -1.15
C 0.83706 -2.24932 0.24587 0.47
O 0.70332 -3.04919 -0.67339 -0.57
N -0.20074 -1.48799 0.74504 -0.28
C -1.50074 -1.89277 0.20804 -0.49
P -0.01547 0.38897 0.34370 0.78
H 2.67406 -1.14242 0.50850 0.20
H 2.09856 -1.92628 1.98199 0.39
H 2.82084 -2.89198 0.65995 0.43
H -1.77449 -2.87806 0.58821 0.36
H -1.49955 -1.95512 -0.88765 0.10
H -2.24701 -1.16706 0.53411 0.17
H 1.18764 0.39804 1.04342 -0.31
H -1.21093 0.57672 1.03851 0.04
H -0.10634 0.04367 -1.01451 -0.04
H 0.08878 1.79886 0.01166 -0.06
C -0.04182 -3.01909 -3.88496 -0.81
C -0.93423 -2.89770 -5.08694 0.87
C -0.45314 -1.96151 -6.17209 -1.21
O -1.99537 -3.47485 -5.17935 -0.59
H -0.45942 -3.70036 -3.14887 0.24
H 0.95556 -3.35312 -4.17736 0.47
H 0.06651 -2.03048 -3.43275 0.07
H 0.52356 -2.28276 -6.54045 0.42
H -0.31451 -0.96584 -5.74422 0.24
H -1.16877 -1.92900 -6.98953 0.33
C 2.81966 2.81095 4.19768 -0.85
C 1.82696 2.82969 3.06754 0.87
C 2.04190 3.87862 2.00381 -1.15
O 0.93004 2.01950 2.98459 -0.55
H 2.54352 2.05134 4.92462 0.29
H 3.80045 2.58753 3.77217 0.07
H 2.88568 3.78940 4.67608 0.38
H 3.04463 3.77124 1.58373 0.29
H 2.00035 4.87583 2.44696 0.40
H 1.29232 3.78122 1.22272 0.27
C 7.71255 0.35162 3.07738 -1.22
C 6.30705 0.81095 2.78367 0.75
C 5.40571 -0.17755 2.08608 -0.78
O 5.91928 1.91440 3.09360 -0.56
H 8.26776 1.13900 3.57926 0.31
H 7.68756 -0.54581 3.69890 0.33
H 8.21408 0.07104 2.14891 0.34
H 5.32184 -1.09119 2.67836 0.37
H 5.83959 -0.46908 1.12729 0.39
H 4.42004 0.25426 1.93251 0.02
C -2.96149 1.49565 -2.12599 -0.83
C -2.48969 0.34783 -2.98196 0.98
C -3.55870 -0.50445 -3.61570 -0.89
O -1.31183 0.09960 -3.12456 -0.53
H -2.10505 2.02473 -1.71226 0.26
H -3.57882 2.18076 -2.71004 0.45
H -3.57519 1.09952 -1.31372 -0.11
H -4.19748 0.10965 -4.25474 0.41
H -4.20249 -0.91342 -2.83312 0.18
H -3.12132 -1.31714 -4.18977 0.05
C -6.34678 -0.01398 0.64551 -1.05
C -5.14753 0.55065 1.36434 0.84
C -5.40614 1.22021 2.68941 -1.25
O -4.03206 0.46799 0.90180 -0.46
H -6.04401 -0.47451 -0.29116 0.18
H -6.84528 -0.75163 1.27761 0.35
H -7.07616 0.77680 0.45786 0.35
H -5.88061 0.51567 3.37555 0.36
H -6.10878 2.04580 2.55800 0.36
H -4.47459 1.58445 3.11340 0.29

=====

83
Properties=species:S:1:pos:R:3:mulliken_charge:R:1 method="wB97M-V/def2-TZVPD" homo_lumo_gap_ev=1.62 e_tot_ev=-120679.6315 charge=+2
C -1.17689 -4.73291 0.39838 -0.78
C -1.69421 -3.59693 1.09052 -0.13
N -2.06427 -2.30022 0.49989 0.04
O -2.65955 -2.42296 -0.75165 -0.35
C -4.08165 -2.68584 -0.65045 -1.27
C -4.80204 -2.06406 0.63604 -0.82
S -0.65344 -1.31493 0.16679 1.35
O 0.18040 -1.04851 1.37661 -0.48
O -1.16041 -0.04792 -0.40723 -0.62
F 0.20816 -2.08140 -1.04975 -0.29
H -1.84595 -5.34818 -0.23263 0.20
H -0.11433 -5.00028 0.54409 0.31
H -1.79363 -3.69646 2.17447 0.49
H -4.57079 -2.15738 -1.58963 1.04
H -4.31551 -3.76974 -0.76674 0.37
H -4.37945 -2.38957 1.59980 0.24
H -4.88166 -0.93018 0.53195 0.27
H -5.85016 -2.44581 0.61501 0.37
C 2.72605 1.13476 0.50572 -0.90
C 2.21358 1.68842 1.82498 -0.37
C 2.39417 3.20055 1.92489 -0.32
C 3.84598 3.68142 1.88919 -0.53
C 4.74653 3.09660 2.97757 -0.50
C 4.30007 3.47205 4.38590 -1.14
H 3.79892 1.29359 0.37867 0.27
H 2.54382 0.05574 0.45217 0.40
H 2.20161 1.60829 -0.33108 0.06
H 2.70097 1.17700 2.65989 0.38
H 1.14547 1.46118 1.91063 0.14
H 1.91641 3.55307 2.83809 0.29
H 1.85142 3.67801 1.10212 0.17
H 3.84985 4.77149 1.97267 0.34
H 4.28414 3.45442 0.90845 0.09
H 5.76395 3.46918 2.82214 0.42
H 4.80298 2.00571 2.88632 0.23
H 4.28408 4.55583 4.51185 0.23
H 4.98961 3.05636 5.12446 0.43
H 3.30397 3.08716 4.61151 0.25
C 5.22098 1.09259 -2.35516 -0.49
C 3.96974 0.60753 -3.06143 -0.20
C 4.21304 1.08062 -4.48620 -0.95
O 5.61029 1.07232 -4.69403 -0.41
C 6.27616 0.89499 -3.42806 -0.61
H 5.44196 0.55528 -1.43518 0.44
H 5.12357 2.15418 -2.11474 0.22
H 3.92652 -0.48758 -3.03353 0.22
H 3.04202 0.99849 -2.63073 0.27
H 3.85612 2.11149 -4.62931 0.42
H 3.73042 0.43779 -5.22857 0.57
H 6.68597 -0.11876 -3.40234 0.29
H 7.09879 1.60355 -3.34512 0.32
K 1.92330 0.62628 -5.05327 0.97
C 0.71855 4.52736 -2.66297 0.84
O 0.53154 5.61562 -2.13022 -0.29
O 0.31932 4.20781 -3.81122 -0.46
O 1.33366 3.56842 -2.13915 -0.31
Cs -4.66464 -0.85689 -2.55030 1.01
F 0.49919 7.91535 2.87385 -0.33
P 1.83202 6.97963 3.06884 1.00
F 1.63166 7.60332 4.56981 -0.34
F 3.44060 6.98557 3.39477 -0.33
F 1.12804 5.99965 1.94782 -0.33
F 1.79995 5.52051 3.82399 -0.32
F 2.45604 7.81014 1.79936 -0.35
C -9.85418 -4.07845 -1.78441 -0.28
Cl -8.13097 -4.48310 -1.74309 -0.14
Cl -10.15730 -2.67035 -2.80911 -0.15
H -10.40323 -4.92716 -2.17963 0.31
H -10.18699 -3.85754 -0.77537 0.28
O -5.82216 3.21973 -5.54529 -0.43
H -6.10223 3.30118 -6.48470 0.47
H -6.52215 3.54451 -4.93681 0.48
H -4.97021 3.68270 -5.38763 0.48
Be -0.97927 -2.10712 2.84702 0.20
C -3.00666 -8.75983 3.04667 -1.12
C -3.15665 -7.94174 1.77919 -0.08
O -1.92691 -7.90070 1.05387 -0.51
H -2.22616 -8.33920 3.68259 0.30
H -3.94159 -8.78679 3.60870 0.32
H -2.71095 -9.78479 2.81147 0.34
H -3.43208 -6.91287 2.01976 0.21
H -3.93384 -8.36528 1.13439 0.28
H -1.68948 -8.80596 0.83389 0.29

=====

Repeat the second record exactly.
72
Properties=species:S:1:pos:R:3:mulliken_charge:R:1 method="wB97M-V/def2-TZVPD" homo_lumo_gap_ev=9.53 e_tot_ev=-63451.2580 charge=0
C -8.23961 -0.05462 0.52562 -1.02
C -6.86879 -0.64329 0.19052 -0.37
N -5.72060 0.24084 0.34688 -0.20
O -5.82196 0.97293 1.57606 -0.20
S -4.60537 0.65110 2.58365 0.52
O -4.30819 -0.76170 2.60558 -0.43
O -3.49392 1.36098 1.60188 -0.27
C -2.14284 1.09884 1.97781 -0.80
P -1.39482 -0.21871 0.94323 0.87
O -2.07401 -0.44329 -0.32675 -0.62
O -1.28160 -1.48617 1.89181 -0.36
O 0.15883 0.21670 0.83969 -0.36
H -8.94962 -0.84989 0.75920 0.33
H -8.64364 0.52118 -0.30980 0.28
H -8.17581 0.59869 1.39498 0.31
H -6.82963 -0.93082 -0.86412 0.34
H -6.67357 -1.54538 0.77336 0.27
H -5.68423 0.96513 -0.36007 0.24
H -1.59433 2.03621 1.85777 0.51
H -2.06498 0.80539 3.03019 0.38
H -0.40038 -1.68296 2.23379 0.28
H 0.30832 1.16512 0.88627 0.27
C -1.24296 -0.06205 -3.44243 -0.92
C -0.41004 0.56845 -4.52638 0.85
O 0.64890 1.10783 -4.28799 -0.59
C -0.95489 0.49740 -5.93149 -0.87
H -0.76520 0.04208 -2.47389 0.11
H -2.23067 0.40101 -3.40158 0.33
H -1.40047 -1.12134 -3.65550 0.34
H -1.93445 0.97723 -5.98084 0.34
H -1.09303 -0.54359 -6.23024 0.32
H -0.27422 0.97964 -6.62808 0.05
C 2.98428 -0.43664 -9.57896 -1.12
C 1.99468 0.49426 -8.92025 0.87
O 0.80178 0.32823 -9.02101 -0.54
C 2.57416 1.63719 -8.12294 -1.11
H 2.45632 -1.21783 -10.11952 0.30
H 3.62370 0.12218 -10.26502 0.33
H 3.63538 -0.88211 -8.82439 0.32
H 3.20288 2.25856 -8.76384 0.38
H 3.20913 1.25051 -7.32362 0.31
H 1.77605 2.23687 -7.69343 0.28
C 5.84950 0.42325 0.54473 -1.13
C 4.68997 0.17186 1.47687 0.78
O 4.74453 0.45229 2.65253 -0.51
C 3.45193 -0.43586 0.86805 -0.97
H 6.67873 0.86531 1.09092 0.29
H 6.16668 -0.51404 0.08368 0.32
H 5.53989 1.08745 -0.26447 0.33
H 3.69026 -1.39076 0.39571 0.38
H 3.05982 0.21524 0.08431 0.31
H 2.69643 -0.58394 1.63398 0.19
C -2.15545 -4.41169 5.55885 -1.13
C -1.56027 -3.92176 4.26316 0.89
O -0.50034 -3.33307 4.23392 -0.55
C -2.34418 -4.17605 3.00499 -0.91
H -1.50107 -4.16189 6.38997 0.31
H -3.13717 -3.95817 5.70789 0.30
H -2.30501 -5.49218 5.51459 0.33
H -3.31663 -3.68192 3.05497 0.25
H -2.52122 -5.24272 2.85333 0.40
H -1.79452 -3.77251 2.16220 0.16
C 5.99864 4.16210 6.26586 -1.07
C 4.73416 3.33310 6.27804 0.82
O 3.73345 3.71900 6.83661 -0.56
C 4.79409 2.01479 5.55271 -0.93
H 5.84175 5.08837 6.81258 0.30
H 6.81837 3.59929 6.71661 0.31
H 6.28977 4.38205 5.23691 0.31
H 5.58330 1.38919 5.97461 0.32
H 5.03942 2.16418 4.50088 0.21
H 3.83997 1.50003 5.62852 0.28